{"formula": "C2H11IO4P2", "method": "the ωB97M-V functional and the def2-TZVPD basis", "symbols": ["O", "P", "I", "P", "O", "C", "C", "O", "H", "H", "H", "H", "H", "H", "H", "H", "O", "H", "H", "H"], "positions_angstrom": [[3.9734, 0.4757, 0.0795], [3.0106, -0.0399, -1.2787], [2.3809, 2.0824, -2.3765], [1.2766, -1.0241, -0.3337], [1.1157, 0.0925, 1.0231], [0.0666, 1.0232, 0.6877], [-0.8970, 0.1503, -0.2679], [0.0213, -0.2788, -1.2944], [3.7425, -0.1596, 0.7874], [0.2935, -1.9821, 0.1614], [2.2607, -1.8872, 0.3227], [1.4218, -1.9789, -1.4332], [-0.4260, 1.5851, 1.5445], [0.3607, 1.8803, -0.0085], [-1.7850, 0.7069, -0.7244], [-1.4233, -0.6823, 0.3151], [-3.6397, 0.0319, 0.6405], [-3.8462, -0.9293, 0.6133], [-3.7281, 0.3965, 1.5492], [-4.1790, 0.5374, -0.0072]], "forces_ev_per_angstrom": [[-1.0, -0.7, -1.0], [1.8, 0.1, 0.8], [-0.1, 0.4, 0.2], [0.0, -3.1, -0.8], [-1.6, 1.3, -0.7], [-0.9, 0.1, -1.4], [-0.1, 1.2, -0.3], [-2.0, 0.6, 2.5], [0.0, 0.5, -0.2], [-0.1, 0.6, 0.4], [0.4, 0.9, 0.4], [0.3, 0.3, -0.2], [0.5, -1.3, -0.3], [0.3, -1.2, 0.8], [1.4, -0.1, 0.2], [1.2, 0.3, -0.6], [-0.7, 0.0, 0.3], [0.3, 0.1, -0.1], [0.2, -0.1, -0.2], [0.2, -0.1, 0.0]], "energy_ha": -1363.91359}

{"formula": "C47H105N11O22", "method": "the ωB97M-V functional and the def2-TZVPD basis", "symbols": ["C", "N", "O", "O", "H", "H", "H", "C", "N", "O", "O", "H", "H", "H", "C", "N", "O", "O", "H", "H", "H", "C", "C", "C", "O", "C", "N", "H", "H", "H", "H", "H", "H", "H", "H", "H", "H", "H", "C", "C", "C", "O", "C", "N", "H", "H", "H", "H", "H", "H", "H", "H", "H", "H", "H", "C", "C", "C", "O", "C", "N", "H", "H", "H", "H", "H", "H", "H", "H", "H", "H", "H", "C", "C", "C", "O", "C", "N", "H", "H", "H", "H", "H", "H", "H", "H", "H", "H", "H", "C", "C", "C", "O", "C", "N", "H", "H", "H", "H", "H", "H", "H", "H", "H", "H", "H", "C", "C", "C", "O", "C", "N", "H", "H", "H", "H", "H", "H", "H", "H", "H", "H", "H", "C", "C", "C", "O", "C", "N", "H", "H", "H", "H", "H", "H", "H", "H", "H", "H", "H", "C", "C", "C", "O", "C", "N", "H", "H", "H", "H", "H", "H", "H", "H", "H", "H", "H", "C", "C", "C", "O", "C", "C", "C", "O", "O", "O", "H", "H", "H", "H", "C", "C", "C", "O", "C", "C", "C", "O", "O", "O", "H", "H", "H", "H"], "positions_angstrom": [[-1.8242, -0.3005, -3.1933], [-2.6765, 0.3554, -4.2740], [-2.7668, -0.2319, -5.3260], [-3.2313, 1.3991, -3.9673], [-2.3924, -1.0721, -2.6739], [-1.7154, 0.4285, -2.3903], [-0.9125, -0.7555, -3.5805], [-1.7816, 4.6482, -1.9335], [-0.8523, 5.6726, -1.2990], [-0.6504, 6.6530, -2.0561], [-0.2336, 5.4102, -0.2418], [-1.0802, 3.8146, -1.9671], [-2.1923, 4.9589, -2.8942], [-2.6445, 4.5144, -1.2811], [-4.1964, -1.3686, 4.1491], [-5.1811, -2.4065, 3.6256], [-5.8102, -2.2230, 2.5754], [-5.4556, -3.3511, 4.3198], [-4.0323, -0.5843, 3.4102], [-3.3470, -1.8714, 4.6115], [-4.7468, -0.9195, 4.9758], [-0.2786, -1.4142, 0.1569], [0.0577, -0.0883, 0.9667], [-0.4973, 1.1571, 0.2769], [0.0156, 1.3538, -1.0300], [1.3258, 1.8670, -1.1820], [-0.3721, -0.3124, 2.3162], [0.0622, -1.4601, -0.8774], [-1.3580, -1.4637, 0.3007], [0.2569, -2.2381, 0.6285], [1.1369, 0.0447, 1.0422], [-0.2738, 2.0788, 0.8140], [-1.5750, 1.2543, 0.1463], [1.4155, 2.1783, -2.2227], [2.0919, 1.2014, -0.7843], [1.4237, 2.8260, -0.6732], [-0.2023, -1.2726, 2.5792], [-1.3784, -0.3924, 2.3487], [-0.9472, 0.2230, 5.4613], [-0.6465, 0.1212, 6.8964], [-1.7222, -0.5013, 7.7929], [-2.1926, -1.7541, 7.1773], [-3.3463, -2.3430, 7.7912], [0.5740, -0.5900, 6.9523], [-1.9258, 0.7015, 5.4229], [-1.1525, -0.7408, 4.9955], [-0.1367, 0.8161, 5.0378], [-0.4385, 1.1030, 7.3219], [-2.5686, 0.1596, 7.6060], [-1.4700, -0.6252, 8.8461], [-4.0713, -1.6241, 8.1729], [-3.0609, -2.9983, 8.6141], [-3.9249, -2.8224, 7.0016], [0.6723, -1.5811, 6.7846], [1.3636, -0.0864, 6.5741], [-2.3755, 1.2708, -8.8738], [-1.2353, 0.4697, -8.2210], [-0.5152, 1.1757, -7.0191], [0.4610, 0.3999, -6.4839], [1.3762, 1.0368, -5.6893], [-1.6939, -0.8419, -7.8944], [-2.9781, 1.7820, -8.1230], [-2.9028, 0.4828, -9.4115], [-2.0820, 2.0476, -9.5798], [-0.4456, 0.3013, -8.9532], [-1.2157, 1.6695, -6.3457], [-0.1038, 2.0552, -7.5145], [1.7445, 1.9352, -6.1845], [2.1589, 0.3371, -5.3962], [0.9670, 1.3962, -4.7451], [-2.3158, -0.5966, -7.1374], [-0.9276, -1.3348, -7.4586], [-4.5226, -0.1149, -0.3096], [-5.2447, -1.3858, -0.8971], [-4.4520, -2.7306, -0.7494], [-3.3114, -2.7245, -1.6191], [-2.8339, -4.0503, -1.9485], [-6.6037, -1.3721, -0.4089], [-4.4230, -0.3504, 0.7500], [-5.0468, 0.8117, -0.5433], [-3.4809, -0.0475, -0.6233], [-5.3577, -1.3303, -1.9798], [-5.1188, -3.5825, -0.8823], [-4.0642, -2.7207, 0.2692], [-2.1637, -3.8962, -2.7942], [-3.7087, -4.5788, -2.3273], [-2.3301, -4.5356, -1.1126], [-7.2986, -1.0019, -1.0415], [-6.9087, -2.2815, -0.0925], [4.3993, 3.7902, -0.6629], [4.4843, 5.0761, 0.2094], [5.6545, 6.0287, -0.0125], [6.9396, 5.5213, 0.3343], [7.4034, 6.0708, 1.5527], [3.2187, 5.8297, 0.0846], [4.4431, 4.1106, -1.7038], [3.5239, 3.2170, -0.3574], [5.2697, 3.1761, -0.4319], [4.6462, 4.7716, 1.2434], [5.3713, 7.0408, 0.2766], [5.8656, 6.1590, -1.0739], [7.6905, 7.0981, 1.3285], [8.3324, 5.6516, 1.9392], [6.7212, 6.1840, 2.3953], [3.3597, 6.6388, 0.6724], [2.4384, 5.2763, 0.4089], [3.8107, -1.5104, 0.2841], [5.1222, -2.3077, 0.0462], [4.9780, -3.7576, 0.2616], [6.3154, -4.2947, 0.4632], [6.3647, -5.6342, 0.8400], [5.5582, -2.0151, -1.3114], [3.0297, -1.8097, -0.4149], [4.0005, -0.4802, -0.0173], [3.4445, -1.4355, 1.3080], [5.8338, -1.8070, 0.7027], [4.5750, -4.1603, -0.6677], [4.3517, -3.8941, 1.1432], [5.6455, -5.7653, 1.6484], [7.3510, -5.9749, 1.1552], [6.1211, -6.3782, 0.0816], [5.0398, -2.5020, -2.0285], [5.4759, -1.0336, -1.5352], [-1.8951, -4.8150, 4.5131], [-1.1099, -3.6752, 3.8644], [0.4286, -3.8481, 4.1377], [1.2047, -2.8175, 3.4146], [2.5296, -2.6611, 3.9560], [-1.4583, -3.7773, 2.4371], [-2.9399, -4.8251, 4.2027], [-1.8161, -4.7845, 5.5999], [-1.5752, -5.8234, 4.2510], [-1.4789, -2.7377, 4.2804], [0.7896, -4.8411, 3.8697], [0.6091, -3.6174, 5.1876], [3.0152, -1.8683, 3.3871], [3.1351, -3.5431, 3.7472], [2.5185, -2.4452, 5.0243], [-0.9205, -3.0401, 2.0043], [-1.2271, -4.6929, 2.0788], [0.8521, -5.4369, 0.3804], [0.8075, -6.5979, -0.6422], [-0.5146, -6.8840, -1.3826], [-0.4736, -8.1240, -2.1418], [-1.7722, -8.4745, -2.6804], [1.9511, -6.3965, -1.5118], [0.6164, -4.4582, -0.0374], [1.8364, -5.3374, 0.8380], [0.1430, -5.6225, 1.1872], [1.0575, -7.4583, -0.0214], [-0.9783, -6.0261, -1.8696], [-1.3298, -6.9346, -0.6607], [-2.5078, -8.8037, -1.9464], [-1.8768, -9.3055, -3.3779], [-2.2423, -7.6947, -3.2796], [2.0519, -7.3548, -1.8144], [2.7206, -6.1069, -0.9252], [0.6649, 5.6004, -4.8201], [0.3187, 6.7343, -5.5148], [1.1105, 8.0283, -5.3549], [0.9717, 9.0878, -6.0078], [2.1180, 7.9491, -4.2736], [2.4074, 6.7972, -3.6537], [1.8041, 5.4747, -3.8674], [2.1277, 4.5594, -3.1604], [3.4246, 6.7930, -2.6941], [-0.6595, 6.7533, -6.4107], [0.0043, 4.7912, -5.0943], [2.5795, 8.8834, -3.9902], [3.2410, 6.0537, -2.1098], [-0.8244, 7.5750, -6.8788], [-1.6747, 2.7381, 3.1904], [-2.8345, 2.9228, 2.4792], [-3.2416, 4.2152, 1.9437], [-4.3530, 4.4621, 1.4339], [-2.1479, 5.2343, 2.1043], [-1.0344, 5.0504, 2.8809], [-0.6754, 3.7599, 3.5343], [0.3252, 3.6269, 4.1902], [-0.1231, 6.0131, 3.0036], [-3.6037, 1.8524, 2.1536], [-1.3050, 1.7497, 3.4198], [-1.9819, 6.1586, 1.5708], [0.7074, 5.6808, 3.3519], [-4.4559, 2.1619, 1.8380]], "forces_ev_per_angstrom": [[-0.6, 0.3, 0.7], [0.6, -0.6, 1.4], [-0.4, 0.3, 0.2], [0.2, -0.4, -0.5], [-0.4, -0.3, -0.7], [0.7, 0.3, -0.5], [-0.1, 0.5, -0.3], [0.3, 0.0, 1.1], [1.2, 1.4, -1.6], [-0.1, -1.6, 2.5], [-1.6, 0.6, -2.3], [-0.7, -0.5, -0.2], [0.7, 0.3, 0.1], [0.3, -0.4, 0.3], [-1.1, -0.2, 0.2], [-1.9, 0.1, -1.7], [1.8, 0.9, 0.9], [1.0, -0.4, 1.3], [0.3, -0.5, -0.1], [0.0, 0.0, -0.6], [-0.1, 0.1, 0.0], [0.7, 1.4, 0.6], [0.5, -1.5, -1.8], [0.4, 1.2, -0.2], [-0.2, -0.7, -0.4], [-0.6, 0.8, 0.4], [-1.2, 0.3, 1.4], [-0.4, 0.4, -0.1], [-0.1, -0.7, -0.6], [-0.2, -0.1, 0.3], [0.2, 0.0, -0.3], [0.4, 0.0, 0.7], [-0.3, -0.9, 0.2], [0.4, -0.7, -0.1], [0.2, -0.2, -0.4], [-0.1, 0.2, 0.5], [1.2, -0.2, 0.1], [-0.8, 0.7, -0.3], [-0.8, 0.0, -1.5], [-0.1, -0.9, 3.8], [-1.8, -1.4, -2.0], [1.0, 1.0, 0.5], [-0.3, 0.3, -0.1], [0.8, 0.1, -0.9], [0.1, 0.6, -0.1], [0.7, 0.0, -0.1], [-0.5, -0.1, -0.8], [0.0, 0.3, -0.2], [-0.1, 0.5, 0.9], [0.1, 0.1, -0.1], [0.3, 0.6, 0.2], [0.0, -0.2, -0.2], [0.4, -0.6, 0.0], [-0.5, -0.7, 0.3], [0.6, 0.3, 0.2], [0.6, -0.3, 0.4], [1.6, 0.8, -0.2], [-1.5, 1.9, -2.6], [-0.1, -2.0, 0.1], [0.5, 0.8, 0.9], [-0.9, -0.2, 0.6], [-0.4, -0.3, 0.1], [-0.5, 0.4, 0.0], [0.4, -0.1, 0.0], [0.2, 0.4, -0.3], [-0.4, -0.6, 0.8], [0.7, 0.4, -0.1], [0.5, 0.0, -0.2], [0.2, 0.1, -0.4], [-0.5, 0.1, 0.3], [-0.5, -1.1, 0.1], [0.1, -0.2, 0.1], [0.5, -1.9, -0.3], [0.5, 0.7, -1.6], [0.3, 1.7, 1.0], [-0.4, -0.5, 0.1], [-0.8, 1.5, -0.5], [-0.5, -0.8, 1.2], [-0.5, 0.5, 0.3], [-0.1, -0.2, 0.2], [0.1, 0.1, -0.5], [0.6, 0.5, -0.4], [0.1, -0.1, -0.3], [0.0, -0.5, 0.4], [0.2, -0.2, 0.2], [0.2, -0.6, 0.2], [-0.2, 0.0, 0.1], [0.3, -0.1, -0.2], [-0.1, 0.0, 0.1], [1.1, 1.2, 0.9], [-0.2, -0.8, 0.6], [0.5, -0.5, -2.9], [-0.7, -0.2, 1.9], [0.9, 1.5, 0.0], [1.1, -0.2, -0.3], [-0.4, -0.5, -0.1], [-0.1, 0.2, -0.4], [0.1, 0.0, -0.2], [-0.2, -0.4, 0.4], [0.5, 0.1, 0.9], [-0.9, 0.1, -0.5], [0.1, 0.4, 0.0], [-0.2, -0.7, -0.4], [-0.6, -0.7, -0.2], [-0.7, 0.3, 0.0], [-0.1, 0.1, 0.1], [0.0, 0.2, -0.3], [-0.9, 2.8, -0.7], [2.0, -0.7, 0.2], [-0.5, 0.7, -0.4], [-0.6, -0.8, 0.4], [0.6, -0.2, -0.4], [-0.3, -0.4, 0.2], [0.2, 0.2, 0.1], [-0.1, -0.4, 0.1], [0.4, -0.7, 0.3], [-0.5, -0.5, 0.2], [-0.1, -0.6, 0.1], [0.0, -0.4, 0.4], [0.2, 0.8, 0.2], [-0.4, 0.3, -0.6], [-0.2, -0.3, 0.1], [0.1, 0.1, 0.1], [0.0, -0.3, 0.9], [0.4, -2.3, -0.8], [-0.3, 1.9, -0.5], [-0.4, -0.8, 0.9], [-0.6, -0.3, -1.3], [0.1, 1.5, 1.0], [0.0, 0.5, 0.2], [-0.2, 0.1, 0.1], [0.6, 0.1, -0.3], [0.2, 0.2, -0.2], [-0.1, -0.1, 0.0], [0.0, -0.5, 0.4], [-0.2, 0.2, 0.3], [0.0, -0.3, 0.3], [0.0, 0.0, 0.2], [0.0, -0.5, -0.9], [0.2, 0.2, -0.1], [-1.2, -0.1, -0.2], [0.3, 0.7, 1.1], [-0.8, -0.3, 0.7], [-0.8, 0.7, -0.2], [-0.6, 0.2, 0.0], [-0.9, -0.4, -0.8], [-0.1, 0.0, -0.3], [0.1, -0.3, -0.1], [0.0, -0.1, 0.0], [-0.6, -0.5, 0.1], [1.0, 0.2, -1.4], [0.1, -0.9, 1.0], [0.2, 0.5, 0.8], [1.6, -0.3, 0.0], [0.3, 0.7, 0.3], [1.2, 0.1, -0.8], [0.3, -0.4, -0.2], [-0.8, 0.2, -1.2], [1.2, 0.5, 0.1], [0.9, 1.9, 0.1], [-0.5, -3.1, 1.1], [-0.6, -0.2, -0.5], [3.1, 1.3, 1.9], [-2.4, 2.0, -1.1], [-0.1, -1.3, 0.0], [-1.5, 0.7, -1.9], [-0.5, -1.4, 0.2], [0.2, -0.6, 0.3], [0.2, -0.1, 0.0], [0.0, -0.5, 0.7], [0.6, 0.6, 0.3], [-0.4, -0.8, -0.3], [1.0, -2.2, 0.9], [-0.7, 3.6, -0.7], [2.5, -1.3, 1.0], [1.3, -0.3, 0.8], [-0.4, 0.1, -0.6], [-2.4, 0.5, -1.3], [0.5, -0.5, 0.4], [-0.4, 0.7, -0.5], [0.9, 0.4, 0.8], [-0.5, -0.3, 0.0], [-1.3, 0.2, -0.3], [0.1, -0.4, 0.4], [-0.5, 0.3, -0.4]], "charge": 1, "spin_multiplicity": 2, "energy_ha": -4110.40745}

{"formula": "C5H6O", "method": "the ωB97M-V functional and the def2-TZVPD basis", "symbols": ["C", "C", "C", "C", "C", "O", "H", "H", "H", "H", "H", "H"], "positions_angstrom": [[1.1277, 0.1531, 1.2953], [-0.3956, 0.0314, 1.1605], [-0.7929, 0.2752, -0.2118], [-0.9126, 0.2916, -1.4167], [-0.7269, -0.6430, -2.5103], [0.3250, -1.2203, -2.6619], [1.6275, -0.6518, 0.7465], [1.4770, 1.1018, 0.8784], [1.4195, 0.0987, 2.3465], [-0.9356, 0.6865, 1.8465], [-0.7119, -0.9990, 1.3761], [-1.6189, -0.8739, -3.1084]], "forces_ev_per_angstrom": [[0.1, 0.0, 0.1], [0.0, 0.1, 0.1], [-0.1, 0.0, -0.4], [0.3, -0.4, 0.6], [0.2, -0.2, -0.2], [-0.4, 0.2, -0.3], [-0.1, 0.2, 0.1], [-0.1, -0.1, 0.1], [0.0, 0.0, -0.1], [0.1, 0.0, 0.1], [0.0, 0.2, 0.1], [0.0, 0.0, -0.2]], "e_above_lowest_ev": 2.298, "energy_ha": -269.26181, "smiles": "CCC#CC=O"}

{"formula": "C21H20Cl3F12GeNO5S2SeV", "method": "the ωB97M-V functional and the def2-TZVPD basis", "symbols": ["V", "O", "Cl", "O", "O", "O", "F", "C", "F", "F", "C", "C", "C", "C", "N", "C", "S", "H", "H", "H", "Cl", "C", "C", "C", "C", "C", "Cl", "C", "S", "H", "H", "H", "F", "C", "F", "F", "C", "O", "C", "F", "F", "F", "C", "F", "F", "F", "C", "Ge", "C", "C", "C", "Se", "C", "H", "H", "H", "H", "H", "H", "H", "H", "H", "H", "H", "H", "H", "H"], "positions_angstrom": [[0.2745, -0.7743, 1.1334], [2.4523, 1.4715, -1.7614], [2.1667, 0.2061, -1.1962], [3.3400, -0.5339, -0.8790], [1.4590, 0.4963, 0.1259], [1.2606, -0.5595, -1.9911], [5.3286, -4.5515, 1.3301], [4.5287, -3.5598, 1.7570], [5.2436, -2.4294, 1.7297], [4.2295, -3.8157, 3.0415], [3.2862, -3.4616, 0.9155], [3.0727, -4.3077, -0.1477], [1.9178, -4.1986, -0.9265], [0.9999, -3.2347, -0.6040], [1.2055, -2.4262, 0.4469], [2.3199, -2.4855, 1.1988], [2.3158, -1.2494, 2.3925], [3.8152, -5.0576, -0.3831], [1.7494, -4.8479, -1.7717], [0.0943, -3.0711, -1.1685], [-0.0292, 1.0857, 2.6708], [-0.9425, 0.3800, 3.9977], [-1.2733, 1.2332, 5.0308], [-2.0026, 0.7259, 6.0923], [-2.3820, -0.6066, 6.0935], [-2.0342, -1.4322, 5.0386], [-2.5415, -3.0840, 5.0836], [-1.2952, -0.9642, 3.9431], [-0.8919, -2.0436, 2.6239], [-0.9667, 2.2693, 4.9983], [-2.2759, 1.3693, 6.9166], [-2.9537, -1.0193, 6.9125], [-2.2076, -2.5170, -1.1833], [-3.0346, -1.5442, -0.7858], [-4.0048, -1.4273, -1.6901], [-3.5771, -1.9252, 0.3703], [-2.2461, -0.2114, -0.6139], [-1.0576, -0.4768, 0.0086], [-3.0603, 0.7765, 0.2788], [-2.5540, 2.0047, 0.1967], [-4.3419, 0.8159, -0.0829], [-2.9991, 0.3988, 1.5585], [-1.9607, 0.4361, -2.0059], [-1.5796, -0.4979, -2.8777], [-0.9986, 1.3395, -1.9008], [-3.0567, 1.0338, -2.4856], [0.6350, 7.7146, -2.6472], [0.6341, 5.8239, -2.1313], [2.3133, 4.9868, -2.6686], [-0.8709, 4.9008, -2.9640], [0.3974, 5.7177, -0.1813], [0.3896, 3.8828, 0.4890], [2.3104, 3.6961, 0.7154], [0.7371, 7.8136, -3.7285], [1.4644, 8.2446, -2.1774], [-0.2948, 8.1992, -2.3472], [2.4746, 5.1389, -3.7366], [2.2860, 3.9139, -2.4770], [3.1588, 5.4194, -2.1324], [-0.7846, 4.9306, -4.0507], [-1.8169, 5.3652, -2.6822], [-0.8868, 3.8580, -2.6468], [-0.5705, 6.1417, 0.0898], [1.1588, 6.2730, 0.3675], [2.8195, 3.7387, -0.2429], [2.4890, 2.7211, 1.1625], [2.6728, 4.4747, 1.3837]], "forces_ev_per_angstrom": [[-0.1, 0.0, 0.0], [0.0, 0.0, 0.0], [0.0, 0.0, 0.0], [0.0, 0.0, 0.0], [0.0, 0.1, 0.0], [0.0, 0.0, 0.0], [0.0, 0.0, 0.0], [0.0, 0.0, 0.0], [0.0, 0.0, 0.0], [0.0, 0.0, 0.0], [0.0, 0.0, 0.0], [0.0, 0.0, 0.0], [0.0, 0.0, 0.0], [0.0, 0.0, 0.0], [0.0, 0.0, 0.0], [0.0, 0.0, 0.0], [0.0, 0.0, 0.0], [0.0, 0.0, 0.0], [0.0, 0.0, 0.0], [0.0, 0.0, 0.0], [0.0, 0.0, 0.0], [0.0, 0.0, 0.0], [0.0, 0.0, 0.0], [0.0, 0.0, 0.0], [0.0, 0.0, 0.0], [0.0, 0.0, 0.0], [0.0, 0.0, 0.0], [0.0, 0.0, 0.0], [0.0, 0.0, 0.0], [0.0, 0.0, 0.0], [0.0, 0.0, 0.0], [0.0, 0.0, 0.0], [0.0, 0.0, 0.0], [0.0, 0.0, 0.0], [0.0, 0.0, 0.0], [0.0, 0.0, 0.0], [0.0, 0.0, 0.0], [0.1, 0.0, 0.0], [0.0, 0.0, 0.0], [0.0, 0.0, 0.0], [0.0, 0.0, 0.0], [0.0, 0.0, 0.0], [0.0, 0.0, 0.0], [0.0, 0.0, 0.0], [0.0, 0.0, 0.0], [0.0, 0.0, 0.0], [0.0, 0.0, 0.0], [0.0, 0.0, 0.0], [0.0, 0.0, 0.0], [0.0, 0.0, 0.0], [0.0, 0.0, 0.0], [0.1, 0.0, 0.0], [0.0, 0.0, 0.0], [0.0, 0.0, 0.0], [0.0, 0.0, 0.0], [0.0, 0.0, 0.0], [0.0, 0.0, 0.0], [0.0, 0.0, 0.0], [0.0, 0.0, 0.0], [0.0, 0.0, 0.0], [0.0, 0.0, 0.0], [0.0, 0.0, 0.0], [0.0, 0.0, 0.0], [0.0, 0.0, 0.0], [0.0, 0.0, 0.0], [0.0, 0.0, 0.0], [0.0, 0.0, 0.0]], "e_above_lowest_ev": 0.650, "spin_multiplicity": 2, "energy_ha": -10040.75073}